## w
Density functional theory data (ωB97M-V/def2-TZVPD) for a 3-piece molecular cluster, C3H11NO3 overall.

Structure (XYZ):
```
18
C3H11NO3 (ωB97M-V/def2-TZVPD)
O -1.647 1.367 -1.178
O 0.654 -3.036 0.728
O -1.407 -1.820 -0.925
N 0.871 0.280 1.289
C 1.176 1.841 -0.574
C -1.185 0.980 -0.140
C 0.192 1.263 0.421
H -0.034 -2.484 1.135
H 1.786 1.012 -0.932
H -2.019 -1.694 -1.653
H 0.229 -0.056 1.998
H 0.309 -3.061 -0.177
H 1.814 2.576 -0.098
H 0.644 2.204 -1.454
H -1.840 0.394 0.537
H -0.085 1.972 1.227
H -0.687 -1.189 -1.035
H 1.231 -0.551 0.831
```

highest occupied orbital energy	-9.553	eV
structure (SMILES)	C[C@H](N)C=O.O.O
lowest unoccupied orbital energy	0.4508	eV
spin multiplicity	1

Atomic partial charges in e from the Mulliken method, atoms 1 to 2: O -0.47; O -0.65

=====

## x
Density functional theory data (ωB97M-V/def2-TZVPD) for a 3-piece molecular cluster, C3H11NO3 overall.

Structure (XYZ):
```
18
C3H11NO3 (ωB97M-V/def2-TZVPD)
O -1.283 0.280 2.169
O -1.979 -2.251 1.771
O 3.106 1.173 -0.820
N -0.266 -0.005 -0.791
C 0.089 -0.138 -2.221
C 1.017 0.167 -0.021
C 1.973 1.273 -0.443
H 0.910 -0.856 -2.226
H 1.548 2.292 -0.360
H 0.506 0.792 -2.668
H -1.009 0.002 3.046
H -1.603 1.189 2.135
H -0.692 -0.509 -2.880
H -0.904 0.751 -0.581
H 0.701 0.092 1.064
H 1.474 -0.809 -0.145
H -2.490 -1.509 1.432
H -1.098 -1.932 1.541
```

highest occupied orbital energy	-9.195	eV
structure (SMILES)	CNCC=O.O.O
lowest unoccupied orbital energy	0.2798	eV
spin multiplicity	1

Atomic partial charges in e from the Mulliken method, atoms 1 to 2: O -0.56; O -0.66

=====

Result of the stability comparison: w is the most stable of them.

=====

## w
Density functional theory data (ωB97M-V/def2-TZVPD) for a 3-piece molecular cluster, C3H11NO3 overall.

Structure (XYZ):
```
18
C3H11NO3 (ωB97M-V/def2-TZVPD)
O 2.930 1.109 0.180
O 0.072 1.194 0.918
O 0.769 3.417 -0.790
N -0.617 -3.148 0.208
C -0.512 -0.714 -0.335
C -0.960 -1.789 0.659
C -0.756 0.664 0.217
H 0.193 -3.155 -0.387
H 2.681 2.018 -0.037
H -2.054 -1.814 0.677
H 0.379 3.128 0.041
H -0.508 -1.597 1.630
H -1.423 -3.599 -0.195
H -1.176 -0.808 -1.196
H 2.114 0.774 0.576
H 0.078 3.796 -1.339
H -1.667 1.236 -0.012
H 0.457 -0.712 -0.815
```

highest occupied orbital energy	-9.573	eV
structure (SMILES)	NCCC=O.O.O
lowest unoccupied orbital energy	0.5402	eV
spin multiplicity	1

Atomic partial charges in e from the Mulliken method, atoms 1 to 2: O -0.66; O -0.55

=====

## x
Density functional theory data (ωB97M-V/def2-TZVPD) for a 4-piece molecular cluster, C3H11NO3 overall.

Structure (XYZ):
```
18
C3H11NO3 (ωB97M-V/def2-TZVPD)
O -0.555 -0.131 -2.043
O 3.293 -0.596 -1.325
O -3.255 -0.207 -0.492
N 0.319 -0.641 1.556
C 0.050 0.735 1.361
C 0.901 1.516 0.713
C -0.668 -1.422 1.627
H 0.075 -0.767 -1.678
H -1.744 -1.203 1.549
H -3.208 -0.416 -1.430
H -2.571 0.457 -0.360
H 1.824 1.170 0.263
H 0.652 2.562 0.540
H 2.845 -0.790 -0.493
H -0.465 -2.474 1.778
H 3.373 0.371 -1.353
H -0.830 1.155 1.846
H -0.036 0.681 -2.057
```

highest occupied orbital energy	-9.763	eV
structure (SMILES)	C=CN=C.O.O.O
lowest unoccupied orbital energy	0.4587	eV
spin multiplicity	1

Atomic partial charges in e from the Mulliken method, atoms 1 to 2: O -0.59; O -0.65

=====

## y
Density functional theory data (ωB97M-V/def2-TZVPD) for a 3-piece molecular cluster, C3H11NO3 overall.

Structure (XYZ):
```
18
C3H11NO3 (ωB97M-V/def2-TZVPD)
O -1.747 -0.611 0.562
O 1.992 -1.781 -0.905
O -1.736 1.790 0.849
N 0.725 0.254 -0.664
C 0.696 -0.109 0.704
C -0.415 -1.202 0.847
C 0.391 1.459 -1.329
H -0.413 -1.601 1.869
H 0.266 0.793 1.258
H 0.111 1.095 -2.335
H -0.188 -1.957 -0.021
H 2.910 -2.111 -1.101
H 1.559 -0.326 -1.101
H -2.247 2.476 1.220
H -0.485 1.890 -0.701
H -1.486 0.322 0.515
H 1.576 -0.628 1.205
H 1.224 2.192 -1.543
```

highest occupied orbital energy	-9.154	eV
lowest unoccupied orbital energy	-4.5668	eV
spin multiplicity	1

Atomic partial charges in e from the Mulliken method, atoms 1 to 2: O -0.45; O -0.75

=====

## z
Density functional theory data (ωB97M-V/def2-TZVPD) for a 2-piece molecular cluster, C3H11NO3 overall.

Structure (XYZ):
```
18
C3H11NO3 (ωB97M-V/def2-TZVPD)
O -0.463 -1.776 1.947
O 2.327 -0.381 -0.509
O 0.037 -0.932 0.909
N 1.469 1.687 0.159
C 1.666 0.764 -0.929
C -1.056 -0.888 -0.296
C -2.013 0.249 -0.036
H -2.338 0.232 1.002
H 0.654 0.423 -1.324
H -1.535 1.210 -0.229
H -1.502 -1.863 -0.102
H 0.335 -2.229 2.254
H -0.692 -0.951 -1.322
H 0.841 1.288 0.848
H 1.751 -0.798 0.160
H 2.297 1.240 -1.686
H 1.107 2.576 -0.162
H -2.885 0.149 -0.685
```

highest occupied orbital energy	-9.050	eV
structure (SMILES)	CCOO.NCO
lowest unoccupied orbital energy	0.7083	eV
spin multiplicity	1

Atomic partial charges in e from the Mulliken method, atoms 1 to 2: O -0.40; O -0.56

=====

Result of the stability comparison: w is the most stable of them.

=====

## w
Density functional theory data (ωB97M-V/def2-TZVPD) for the molecule C6H11N.

Structure (XYZ):
```
18
C6H11N (ωB97M-V/def2-TZVPD)
N 2.033 -1.494 0.514
C 1.256 -0.971 -0.528
C -0.252 0.842 -1.150
C -1.744 -1.219 1.058
C -0.291 2.215 -0.479
C -0.583 -0.541 1.033
C 0.083 -0.351 -0.281
H -0.665 3.013 -1.112
H 1.779 -0.937 -1.473
H -2.644 -0.873 1.572
H 0.434 0.797 -2.004
H -0.944 2.064 0.380
H 0.738 2.477 -0.236
H 2.265 -2.471 0.573
H -1.145 0.645 -1.768
H 1.989 -1.046 1.412
H -0.320 0.000 1.938
H -1.989 -2.150 0.552
```

highest occupied orbital energy	-8.196	eV
structure (SMILES)	C=C/C(=C\N)CC
lowest unoccupied orbital energy	1.0864	eV
spin multiplicity	1

Atomic partial charges in e from the Mulliken method, atoms 1 to 2: N -0.47; C -0.27

=====

## x
Density functional theory data (ωB97M-V/def2-TZVPD) for the molecule C6H11N.

Structure (XYZ):
```
18
C6H11N (ωB97M-V/def2-TZVPD)
N -2.414 0.275 -0.775
C 2.053 1.540 0.013
C 1.637 0.294 -0.137
C -1.674 0.392 0.511
C 0.525 -0.586 -0.412
C 1.952 -1.138 -0.224
C -0.640 -0.756 0.607
H 0.136 -0.530 -1.436
H -1.140 -1.723 0.325
H 2.430 -1.427 -1.163
H -0.198 -0.949 1.616
H -2.369 0.307 1.364
H 1.315 2.375 0.033
H -1.155 1.367 0.562
H -2.956 1.126 -0.881
H -2.983 -0.551 -0.763
H 3.127 1.723 0.134
H 2.353 -1.738 0.625
```

highest occupied orbital energy	-9.262	eV
structure (SMILES)	C=C1C[C@H]1CCN
lowest unoccupied orbital energy	1.1331	eV
spin multiplicity	1

Atomic partial charges in e from the Mulliken method, atoms 1 to 2: N -0.56; C -0.69

=====

## y
Density functional theory data (ωB97M-V/def2-TZVPD) for the molecule C6H11N.

Structure (XYZ):
```
18
C6H11N (ωB97M-V/def2-TZVPD)
N -1.997 -1.547 -1.700
C -1.387 1.810 -1.063
C 0.491 0.338 -0.146
C 0.921 -1.069 0.317
C 1.773 -1.071 1.583
C -1.575 -0.643 -1.114
C -1.028 0.497 -0.357
H -2.470 1.933 -1.147
H 1.231 -0.614 2.420
H -1.515 0.471 0.627
H 2.031 -2.095 1.874
H 0.788 1.093 0.594
H -0.961 1.829 -2.071
H 0.998 0.608 -1.080
H 1.467 -1.565 -0.493
H 0.034 -1.689 0.490
H -0.984 2.660 -0.503
H 2.707 -0.516 1.445
```

highest occupied orbital energy	-11.336	eV
structure (SMILES)	CCC[C@@H](C)C#N
lowest unoccupied orbital energy	0.9294	eV
spin multiplicity	1

Atomic partial charges in e from the Mulliken method, atoms 1 to 2: N -0.48; C -1.53

=====

## z
Density functional theory data (ωB97M-V/def2-TZVPD) for the molecule C6H11N.

Structure (XYZ):
```
18
C6H11N (ωB97M-V/def2-TZVPD)
N 0.126 2.564 -0.813
C 0.073 1.499 -0.362
C 0.003 0.132 0.181
C 2.566 -0.061 0.279
C -1.303 -0.554 -0.263
C -2.569 0.171 0.189
C 1.257 -0.668 -0.221
H 1.280 -0.762 -1.314
H -1.296 -0.652 -1.355
H -0.011 0.229 1.276
H 2.574 0.021 1.372
H 3.422 -0.679 -0.012
H -2.617 1.183 -0.227
H 1.139 -1.682 0.179
H -3.466 -0.365 -0.137
H -2.611 0.255 1.281
H 2.723 0.941 -0.133
H -1.291 -1.573 0.143
```

highest occupied orbital energy	-11.389	eV
structure (SMILES)	CCC(C#N)CC
lowest unoccupied orbital energy	0.9678	eV
spin multiplicity	1

Atomic partial charges in e from the Mulliken method, atoms 1 to 2: N -0.51; C 0.13

=====

Result of the stability comparison: z is the most stable of them.

=====

## w
Density functional theory data (ωB97M-V/def2-TZVPD) for the molecule C6H11N.

Structure (XYZ):
```
18
C6H11N (ωB97M-V/def2-TZVPD)
N -0.911 1.501 0.158
C -1.308 -0.885 -0.114
C 0.298 1.421 0.695
C 0.924 0.029 0.588
C 2.418 0.112 0.232
C -1.794 0.494 -0.499
C 0.197 -0.930 -0.357
H -1.379 2.397 0.199
H -1.834 -1.670 -0.666
H 2.865 -0.892 0.197
H 0.867 -0.384 1.611
H -1.778 0.636 -1.591
H -2.832 0.671 -0.184
H 2.978 0.716 0.953
H 0.403 -0.621 -1.394
H -1.522 -1.035 0.953
H 2.560 0.564 -0.756
H 0.577 -1.949 -0.245
```

highest occupied orbital energy	-7.726	eV
lowest unoccupied orbital energy	0.9416	eV
spin multiplicity	1

Atomic partial charges in e from the Mulliken method, atoms 1 to 2: N 0.03; C -0.57

=====

## x
Density functional theory data (ωB97M-V/def2-TZVPD) for the molecule C6H11N.

Structure (XYZ):
```
18
C6H11N (ωB97M-V/def2-TZVPD)
N -2.520 -1.696 -0.708
C -0.365 -1.015 -1.415
C 0.734 0.817 -0.143
C -1.565 -0.719 -0.896
C 1.407 0.655 0.985
C 0.850 -0.125 -1.328
C 1.229 1.545 2.192
H -3.421 -1.512 -0.312
H 1.900 2.402 2.189
H 0.191 1.863 2.250
H 1.720 -0.730 -1.074
H 1.085 0.501 -2.193
H 1.463 0.985 3.102
H -0.032 1.586 -0.184
H -0.368 -1.901 -2.040
H -1.923 0.258 -0.600
H -2.361 -2.655 -0.953
H 1.978 -0.260 1.130
```

highest occupied orbital energy	-7.562	eV
structure (SMILES)	C/C=C/C/C=C/N
lowest unoccupied orbital energy	1.1863	eV
spin multiplicity	1

Atomic partial charges in e from the Mulliken method, atoms 1 to 2: N -0.44; C -0.54

=====

Result of the stability comparison: x is the most stable of them.